Entry 1:
Molecular formula: C14H20BrNO3
Method: DFT, ωB97M-V/def2-TZVPD

Structure (XYZ):
```
39
C14H20BrNO3, DFT ωB97M-V/def2-TZVPD
Br -5.1935 -1.0480 0.1912
C -3.3935 -0.2140 -0.0905
C -3.2700 1.2420 0.1222
C -2.1425 1.7374 -0.0163
C -1.0582 0.8490 -0.5193
C -1.2780 -0.4317 -0.5500
C -2.5371 -1.0875 -0.2970
H -2.5721 -1.9980 -0.7675
H -0.4037 -0.8822 -0.9875
O 0.2058 1.4800 -0.5423
C 0.3435 3.0964 -0.2595
C 1.7921 3.2787 -0.5907
H 2.0501 4.0683 -0.7920
O 2.6968 2.9973 0.6847
C 2.9591 1.5251 0.7450
H 3.0765 1.4328 2.0737
C 4.2383 0.9187 0.1350
N 4.2047 -0.4167 0.0276
C 4.6324 -0.9319 1.1384
C 4.4450 -2.5042 1.1000
O 5.3460 -2.9698 -0.0911
C 5.0188 -2.2075 -1.0599
C 5.2079 -0.6709 -0.9942
H 4.9137 -0.2552 -1.8285
H 6.2390 -0.3343 -0.9995
H 5.9753 -2.6300 -1.9317
H 4.1462 -2.7572 -1.5856
H 4.7801 -2.9211 1.8650
H 3.3746 -2.8684 0.7922
H 3.8100 -0.7980 2.0114
H 5.5371 -0.6515 1.5366
H 4.1072 1.4764 -1.0510
H 5.1471 1.5222 0.5748
H 2.0973 0.7802 0.5797
H 2.2059 2.5480 -1.3580
H -0.1452 3.7167 -0.9321
H 0.1595 3.1568 0.5830
H -2.1265 2.8488 0.4645
H -4.3101 1.7736 0.4582
```

Values from the calculation:
- frontier orbital gap (eV) = 9.35
- LUMO level (eV) = 0.59
- ΔE to the lowest compared entry with this formula, charge and spin (kJ/mol) = 1340.5
- HOMO level (eV) = -8.767
- charge = 0
- F_max (hartree/bohr) = 0.3355
- multiplicity = 1
- molar mass (g mol⁻¹) = 330.22

---

Entry 2:
Molecular formula: C14H20Cl3NO3Os
Method: DFT, ωB97M-V/def2-TZVPD

Structure (XYZ):
```
42
C14H20Cl3NO3Os, DFT ωB97M-V/def2-TZVPD
C -0.9965 0.8757 -1.5310
C -1.0945 -0.4992 -2.0323
C 0.2032 -1.0732 -2.0219
C -2.3252 -1.1399 -2.5172
C 1.1207 -0.1464 -1.4638
C 0.4256 1.0983 -1.1935
C 1.0769 2.4348 -1.1840
C -2.0129 1.9357 -1.8322
C 0.5240 -2.4425 -2.4811
C 2.5743 -0.3761 -1.3509
Os -0.7094 0.3912 0.5249
Cl -2.7952 -3.8410 -0.5163
Cl -2.9489 0.1036 0.9111
Cl -0.5664 -1.8316 0.8322
H -3.1856 -0.4653 -2.4200
H -2.5415 -2.0489 -1.8837
H -2.2270 -1.4942 -3.5566
H -0.2485 -3.1432 -2.1439
H 1.4943 -2.7495 -2.0814
H 0.5806 -2.4917 -3.5767
H 2.7804 -1.3084 -0.8149
H 3.0583 0.4373 -0.8075
H 3.0688 -0.4573 -2.3338
H 2.0202 2.3772 -0.6439
H 0.4346 3.1742 -0.7086
H 1.2804 2.7572 -2.2114
H -2.9919 1.6329 -1.4368
H -2.1023 2.0721 -2.9193
H -1.7301 2.8928 -1.3831
O -0.6990 2.2696 0.9593
H -0.7752 2.3940 1.9173
O -1.7248 0.4272 3.9431
C -0.5618 0.1572 3.7109
C 0.5038 -0.2475 4.7246
C 1.8016 -0.3486 3.9589
C 1.4372 0.0201 2.5292
O 2.1994 0.0811 1.5784
N 0.0833 0.2472 2.4788
H 0.5631 0.5231 5.4951
H 0.2210 -1.1974 5.1730
H 2.5505 0.3554 4.3329
H 2.2341 -1.3561 3.9758
```

Values from the calculation:
- frontier orbital gap (spin up / spin down) (eV) = 4.43 / 5.72
- LUMO level (spin up / spin down) (eV) = 4.61 / 4.61
- ΔE to the lowest compared entry with this formula, charge and spin (kJ/mol) = 0.0
- HOMO level (spin up / spin down) (eV) = 0.184 / -1.113
- charge = -2
- F_max (hartree/bohr) = 0.0432
- multiplicity = 5
- expectation value of S² = 6.037
- molar mass (g mol⁻¹) = 546.91

---

Entry 3:
Molecular formula: C14H20ClIN2O2PPrSe
Method: DFT, ωB97M-V/def2-TZVPD

Structure (XYZ):
```
43
C14H20ClIN2O2PPrSe, DFT ωB97M-V/def2-TZVPD
C 0.1337 2.8055 -0.9194
C -0.6169 2.9259 -2.2286
H 0.1058 3.7692 -0.3934
H 1.1608 2.4491 -1.0294
H -0.4239 2.0973 -0.3003
O -1.8159 3.3434 -2.2323
I -0.3380 1.3457 -3.7393
Pr 0.1049 -1.3077 0.4842
P 0.4002 4.0284 -3.6135
C -0.3170 4.1120 -5.2717
C 0.1040 5.6658 -2.9361
H 2.4932 3.7877 -2.4535
H 2.6844 4.3895 -4.1272
H 2.3876 2.6471 -3.8330
C 2.1546 3.6638 -3.4926
H 0.7841 5.8362 -2.0865
H 0.2926 6.3962 -3.7312
H -0.0248 5.0826 -5.7021
H -1.4125 4.0664 -5.2068
H -0.9515 5.6977 -2.6168
H 0.0483 3.3170 -5.9328
C -1.8047 -0.6209 -1.2462
O -2.8407 -0.4224 -1.7117
Cl 2.4874 -1.4317 1.4188
C -1.2826 -3.5972 1.0083
N -0.5190 -3.0535 2.1581
C -0.9050 -1.9025 2.8625
Se -1.9314 -0.4561 2.2567
N -0.3162 -2.0130 4.0756
C 0.2328 -3.2826 4.2536
C 0.5808 -3.9444 5.4155
C 0.7192 -5.3379 5.3178
C 0.5931 -6.0134 4.0863
C 0.2382 -5.3294 2.9169
C 0.0829 -3.9581 3.0654
H -0.5753 -4.0028 0.2597
H -1.9439 -2.8322 0.5504
H -1.9197 -4.4276 1.3541
H -0.3794 -1.2844 4.7913
H 0.6687 -3.3936 6.3461
H 0.9724 -5.9231 6.1977
H 0.7361 -7.0961 4.0543
H 0.1526 -5.7960 1.9309
```

Values from the calculation:
- frontier orbital gap (spin up / spin down) (eV) = 3.99 / 4.30
- LUMO level (spin up / spin down) (eV) = -8.28 / -7.97
- ΔE to the lowest compared entry with this formula, charge and spin (kJ/mol) = 143.0
- HOMO level (spin up / spin down) (eV) = -12.271 / -12.274
- charge = +2
- F_max (hartree/bohr) = 0.1011
- multiplicity = 3
- expectation value of S² = 2.005
- molar mass (g mol⁻¹) = 661.53

---

Entry 4:
Molecular formula: C14H20F2O10
Method: DFT, ωB97M-V/def2-TZVPD

Structure (XYZ):
```
46
C14H20F2O10, DFT ωB97M-V/def2-TZVPD
O 1.1966 3.5579 -4.4639
C 0.3514 4.3850 -4.1649
O -0.6652 4.1570 -3.2783
C -1.3345 5.3909 -3.1123
C -0.9920 6.1161 -4.3687
F -0.9197 7.4486 -4.1521
O 0.3001 5.6459 -4.6788
H -0.9537 5.8926 -2.2164
H -2.4115 5.2407 -2.9991
H -1.6692 5.9103 -5.2045
O 0.0964 -2.0635 5.4337
C 0.2502 -3.2733 5.4584
O -0.0971 -4.0694 6.5153
C 0.1172 -5.4028 6.0983
C 1.1220 -5.2433 5.0089
F 0.9639 -6.1967 4.0636
O 0.7960 -3.9955 4.4400
H -0.8276 -5.8286 5.7441
H 0.4912 -6.0161 6.9225
H 2.1610 -5.2299 5.3551
C 0.0962 -1.5858 2.0055
C -1.3011 -0.7398 1.6866
O -1.0652 0.7004 1.5015
C -1.5675 1.1540 0.1629
O -2.8591 0.9640 -0.2154
C -0.4826 1.9573 -0.8247
C 0.8623 0.9784 -0.9912
C 1.1656 0.7538 -2.5769
C 1.4659 -0.7769 -3.0522
O 1.6041 -1.7720 -1.9822
C 0.2731 -2.4225 -1.7543
O 0.2607 -3.7771 -1.6993
H -0.0642 -2.2923 2.9413
H 1.0185 -0.8659 2.2195
H 0.3656 -2.2795 1.0977
H -2.0319 -0.8482 2.6135
H -1.8320 -1.2405 0.7612
H -0.1882 2.9373 -0.2544
H -0.9706 2.2402 -1.8519
H 0.6240 0.0178 -0.3693
H 1.7867 1.5436 -0.5111
H 0.3065 1.1940 -3.2795
H 2.1303 1.4006 -2.8504
H 0.6560 -1.0742 -3.8688
H 2.5032 -0.7760 -3.6429
H -0.7320 -1.8167 -1.6656
```

Values from the calculation:
- SMILES string = O=C1OC[C@@H](F)O1.O=C1OC[C@@H](F)O1.CCOC(=O)CCCCOC=O
- frontier orbital gap (eV) = 10.50
- LUMO level (eV) = 0.31
- ΔE to the lowest compared entry with this formula, charge and spin (kJ/mol) = 521.5
- HOMO level (eV) = -10.190
- charge = 0
- F_max (hartree/bohr) = 0.1809
- multiplicity = 1
- molar mass (g mol⁻¹) = 386.30

---

Entry 5:
Molecular formula: C14H20N2O
Method: DFT, ωB97M-V/def2-TZVPD

Structure (XYZ):
```
37
C14H20N2O, DFT ωB97M-V/def2-TZVPD
C -2.9217 2.0495 0.5178
C -1.5714 2.5565 -0.0516
C -0.7370 3.5883 0.3034
N 0.5794 3.4175 -0.1434
C 0.5876 2.1935 -0.9062
C 1.6155 1.5597 -1.6072
C 1.3189 0.2607 -2.2080
C -0.0461 -0.1727 -2.2313
C -1.0803 0.5229 -1.6097
C -0.7879 1.7468 -0.9185
H -3.6789 1.7878 -0.1777
H -3.2456 2.4965 1.4544
H -2.8082 0.9750 0.8716
H -0.8887 4.5552 0.8857
H 1.4601 3.8526 0.0244
H 2.6366 1.9102 -1.6754
H 2.0711 -0.4082 -2.5868
H -0.3716 -0.8496 -2.8521
H -2.0383 0.0565 -1.5847
C 0.0526 -2.9478 -0.9920
C -0.0096 -3.4620 0.5674
N -0.2260 -2.4241 1.4749
C -1.2029 -1.4853 0.9364
C 1.0474 -1.8317 1.9900
C 2.4093 -1.9940 1.1900
O 1.0189 -1.2488 3.0205
H 1.2224 -3.0761 -1.4014
H -0.4163 -2.3203 -1.3728
H -0.5308 -3.7245 -1.7318
H -0.8595 -4.2376 0.6328
H 0.8422 -4.0558 0.8522
H -1.4113 -0.5432 1.6396
H -0.9433 -0.7705 0.2217
H -2.0969 -2.0234 0.5120
H 2.3840 -1.2858 0.3879
H 3.1931 -1.8308 1.8490
H 2.8084 -2.9785 0.6830
```

Values from the calculation:
- SMILES string = Cc1c[nH]c2ccccc12.CCN(C)C(C)=O
- frontier orbital gap (eV) = 8.69
- LUMO level (eV) = 0.82
- ΔE to the lowest compared entry with this formula, charge and spin (kJ/mol) = 636.2
- HOMO level (eV) = -7.867
- charge = 0
- F_max (hartree/bohr) = 0.3497
- multiplicity = 1
- molar mass (g mol⁻¹) = 232.33

---

Entry 6:
Molecular formula: C14H20N2O3Pt
Method: DFT, ωB97M-V/def2-TZVPD

Structure (XYZ):
```
40
C14H20N2O3Pt, DFT ωB97M-V/def2-TZVPD
Pt -0.2612 1.6252 -0.7085
C 1.0733 -0.1354 2.5659
C -0.3630 -0.4913 2.1848
C -0.9890 -1.4002 3.2285
O -1.1378 0.7064 2.0702
C -0.3221 -1.1986 0.7984
O -0.3122 -2.4224 0.7970
O -0.1874 -0.4914 -0.2704
H 1.0967 0.3262 3.5577
H 1.4888 0.5650 1.8449
H 1.6915 -1.0350 2.5982
H -1.0052 -0.8913 4.1965
H -0.4284 -2.3279 3.3199
H -2.0106 -1.6480 2.9444
H -0.9853 1.2301 2.8642
C -2.0243 2.7029 -0.4076
C -2.5635 1.5714 -1.1238
C -2.5699 1.5362 -2.5489
C -3.0542 0.4380 -3.2260
C -3.5630 -0.6517 -2.5249
C -3.5992 -0.6298 -1.1281
C -3.1213 0.4534 -0.4352
H -2.2738 2.7987 0.6422
H -1.9632 3.6442 -0.9487
H -2.1822 2.3905 -3.0903
H -3.0361 0.4239 -4.3080
H -3.9302 -1.5166 -3.0610
H -3.9916 -1.4809 -0.5871
H -3.1160 0.4659 0.6453
C 3.6436 -1.5206 -0.2497
N 3.6963 -0.3012 -1.0614
C 4.9885 0.1602 -1.5511
C 2.7016 0.5446 -0.9395
N 1.7827 1.2370 -0.8651
H 4.1161 -2.3277 -0.8072
H 2.6031 -1.7819 -0.0652
H 4.1635 -1.3833 0.7015
H 5.4560 -0.6455 -2.1149
H 5.6454 0.4488 -0.7268
H 4.8434 1.0122 -2.2103
```

Values from the calculation:
- frontier orbital gap (spin up / spin down) (eV) = 7.31 / 7.60
- LUMO level (spin up / spin down) (eV) = 0.39 / -0.91
- ΔE to the lowest compared entry with this formula, charge and spin (kJ/mol) = 0.0
- HOMO level (spin up / spin down) (eV) = -6.921 / -8.509
- charge = 0
- F_max (hartree/bohr) = 0.0050
- multiplicity = 3
- expectation value of S² = 2.040
- molar mass (g mol⁻¹) = 459.40

---

Entry 7:
Molecular formula: C14H20N2O4
Method: DFT, ωB97M-V/def2-TZVPD

Structure (XYZ):
```
40
C14H20N2O4, DFT ωB97M-V/def2-TZVPD
C 3.7670 0.3670 0.1306
C 3.2923 -1.0890 -0.0246
C 3.6814 -2.0149 1.1552
C 1.8796 -1.4841 -0.6240
N 2.0862 -2.3915 -1.7099
C 1.0001 -0.1137 -0.7755
O 0.9208 0.5618 -1.8010
N 0.6609 0.5410 0.3841
C -0.3530 1.6567 0.1417
C -1.6140 1.8048 1.0162
C -2.6725 0.8166 0.7269
C -3.6297 1.1108 -0.1948
C -4.4874 0.2104 -0.9209
C -4.1876 -1.1192 -0.4379
O -5.1320 -2.0136 -0.9110
C -3.3924 -1.4148 0.7198
C -2.5685 -0.5447 1.2985
C 0.4762 2.8923 -0.2406
O 1.6323 3.0567 -0.0638
O -0.3545 3.6886 -1.0704
H 3.5708 0.6273 1.3092
H 4.7669 0.5177 -0.1077
H 3.3102 1.1046 -0.5168
H 4.0042 -1.3597 -0.7583
H 2.8614 -1.9306 1.7705
H 4.6160 -1.7300 1.6762
H 3.8068 -3.0443 0.8910
H 1.4117 -1.9012 0.2134
H 2.7012 -1.9852 -2.3968
H 1.1914 -2.4448 -2.2264
H 0.9902 0.3199 1.2969
H -0.8005 1.5073 -0.7633
H -1.8795 2.7824 0.6246
H -1.5286 1.9165 2.1246
H -3.9404 2.1936 -0.2106
H -5.4435 0.6149 -1.2118
H -5.0910 -2.9925 -0.5557
H -3.4787 -2.4933 1.1390
H -2.1236 -0.7803 2.2541
H 0.0495 4.5565 -1.3507
```

Values from the calculation:
- SMILES string = CC(C)[C@H](N)C(=O)N[C@@H](Cc1ccc(O)cc1)C(=O)O
- frontier orbital gap (eV) = 8.90
- LUMO level (eV) = 0.55
- ΔE to the lowest compared entry with this formula, charge and spin (kJ/mol) = 497.5
- HOMO level (eV) = -8.351
- charge = 0
- F_max (hartree/bohr) = 0.1075
- multiplicity = 1
- molar mass (g mol⁻¹) = 280.32

---

Entry 8:
Molecular formula: C14H20N2O6S2
Method: DFT, ωB97M-V/def2-TZVPD

Structure (XYZ):
```
44
C14H20N2O6S2, DFT ωB97M-V/def2-TZVPD
C 6.6970 0.3013 1.3472
C 5.2954 0.3408 1.1128
H 4.7948 -0.1918 1.8119
H 4.8103 1.3317 1.1231
S 4.7615 -0.4884 -0.6870
O 5.1955 0.5021 -1.4717
O 5.0524 -1.8114 -0.4175
N 3.0574 -0.2692 -0.7948
C 2.4009 1.0329 -0.8712
H 3.1148 1.5640 -1.4477
C 0.9841 1.0279 -1.3248
N 0.1798 -0.0205 -0.6533
S -0.3307 0.3250 0.7722
O -0.1576 -0.3680 1.9716
O 0.1193 1.8267 0.9722
C -2.1504 0.5472 0.5628
C -2.7995 -0.7312 0.5997
C -4.2054 -0.6096 0.2390
C -4.6139 0.7286 -0.4363
C -3.9723 1.8213 -0.3338
C -2.6694 1.7515 -0.1346
H -2.1269 2.7354 0.0704
H -4.4063 2.7831 -0.7855
O -6.0691 0.7286 -0.6463
C -6.6125 -0.4175 -1.2263
C -6.2154 -1.4565 0.2061
H -6.7469 -2.6479 0.1094
O -4.8691 -1.5332 0.2782
H -6.7439 -1.0320 1.2432
H -7.6474 -0.4470 -1.0099
H -6.2199 -0.9541 -1.9480
H -2.4361 -1.4924 0.8295
C 0.9782 -1.3584 -0.4080
H 0.3224 -2.1490 0.2082
C 2.3187 -1.2908 0.1572
H 2.9498 -1.9592 0.1800
H 2.2754 -0.8521 1.0143
H 1.0016 -1.8276 -1.1569
H 0.4923 1.8225 -1.3104
H 0.9783 0.5761 -2.2714
H 2.4474 1.4185 0.3661
H 6.8471 -0.6526 1.3877
H 6.8622 0.6340 2.2644
H 7.0561 0.7611 0.5083
```

Values from the calculation:
- frontier orbital gap (eV) = 8.59
- LUMO level (eV) = 0.47
- ΔE to the lowest compared entry with this formula, charge and spin (kJ/mol) = 1728.7
- HOMO level (eV) = -8.116
- charge = 0
- F_max (hartree/bohr) = 0.3600
- multiplicity = 1
- molar mass (g mol⁻¹) = 376.46

---

Number 1: electronic energy -92502.2620 eV. Number 2: electronic energy -62511.4719 eV. Number 3: electronic energy -131229.3054 eV. Number 4: electronic energy -40745.8305 eV. Number 5: electronic energy -19864.6008 eV. Number 6: electronic energy -27209.2458 eV. Number 7: electronic energy -26009.5043 eV. Number 8: electronic energy -51760.3432 eV.